No. 1
Computed, not measured: a structure of composition C37H30AsIIrN5O15SSi, with ωB97M-V with the def2-TZVPD basis set.

Last column: Löwdin spin population.
Positions of all 92 atoms, in Å:
Ir (0.276200, -0.421600, 0.249800)  0.611
O (4.131900, 1.217300, 0.628600)  -0.001
As (3.394300, 0.270200, 1.868200)  0.000
O (4.585500, -0.621000, 2.504900)  0.022
O (2.207400, -0.829900, 1.391100)  0.095
C (2.561600, 1.386500, 3.240100)  -0.002
C (2.809400, 1.081700, 4.573300)  0.000
C (2.065600, 1.700600, 5.566500)  0.000
C (1.075200, 2.614400, 5.232400)  0.000
C (0.853500, 2.937600, 3.903300)  0.001
C (1.599500, 2.318900, 2.920000)  0.000
S (1.415500, 2.792900, 1.204800)  0.000
O (0.215000, 3.587200, 1.131600)  0.001
O (2.659600, 3.470300, 0.878100)  -0.004
O (1.366700, 1.520700, 0.452200)  -0.004
H (3.684200, 2.070700, 0.507200)  0.000
H (3.588600, 0.358900, 4.797700)  0.000
H (2.255600, 1.479200, 6.606800)  0.000
H (0.485100, 3.086400, 6.004700)  0.000
H (0.111100, 3.661000, 3.608300)  0.000
N (-0.494000, 0.064700, 2.615800)  0.172
N (-1.425900, -0.851000, 3.092500)  0.040
C (-1.794100, -1.951900, 2.219600)  0.012
O (-2.452500, -2.829600, 2.739400)  0.016
O (-1.404900, -1.855900, 1.035100)  0.080
H (0.295900, 0.223100, 3.231200)  0.002
H (-0.940800, 0.914700, 2.271600)  0.001
H (-1.282500, -1.162400, 4.045800)  0.002
O (-1.437800, 1.057900, 0.252800)  -0.059
Si (-2.963000, 1.260500, 0.090500)  -0.008
C (-3.881500, -0.447000, 0.150200)  0.000
C (-3.646300, -1.337000, -0.877200)  0.000
C (-4.247200, -2.584700, -0.859400)  0.000
C (-5.092500, -2.923800, 0.182300)  0.000
C (-5.309700, -2.033700, 1.217400)  0.000
C (-4.681600, -0.795800, 1.218500)  0.000
C (-3.642100, 1.949600, -1.574000)  -0.001
C (-4.791800, 1.481000, -2.191500)  0.000
C (-5.267400, 2.085300, -3.344100)  0.000
C (-4.586200, 3.157300, -3.894900)  0.000
C (-3.437900, 3.629800, -3.281200)  0.000
C (-2.969000, 3.031700, -2.122600)  0.000
C (-3.681800, 2.406200, 1.427700)  -0.004
C (-2.830500, 3.132000, 2.254800)  0.000
C (-3.336300, 3.966900, 3.236300)  0.000
C (-4.706600, 4.107000, 3.388000)  0.000
C (-5.566400, 3.425100, 2.542500)  0.000
C (-5.054800, 2.577200, 1.577200)  -0.001
H (-2.985700, -1.067900, -1.683400)  0.000
H (-4.038900, -3.287400, -1.652300)  0.000
H (-5.577300, -3.891100, 0.188100)  0.000
H (-5.954000, -2.304100, 2.041200)  0.000
H (-4.822200, -0.123000, 2.051600)  0.000
H (-5.327600, 0.640200, -1.775000)  0.000
H (-6.171400, 1.718400, -3.811200)  0.000
H (-4.949000, 3.621000, -4.803000)  0.000
H (-2.905200, 4.470000, -3.705000)  0.000
H (-2.082300, 3.408100, -1.636900)  0.000
H (-1.765500, 3.072700, 2.087200)  0.000
H (-2.666900, 4.517500, 3.884100)  0.000
H (-5.104400, 4.757200, 4.155400)  0.000
H (-6.636500, 3.558000, 2.637500)  0.000
H (-5.730100, 2.046200, 0.920200)  0.000
O (-0.720400, -2.675000, -2.790200)  0.003
C (-0.544800, -1.469900, -2.844200)  -0.006
O (-0.423000, -0.618700, -1.924500)  -0.060
C (-0.420200, -0.825500, -4.236300)  -0.007
C (0.192000, 0.411900, -4.391300)  0.000
C (0.379700, 0.914400, -5.673800)  0.000
C (-0.064200, 0.230500, -6.795200)  0.000
C (-0.715400, -0.980700, -6.610700)  0.000
C (-0.883000, -1.520600, -5.340200)  -0.001
N (-1.215200, -1.693400, -7.756000)  0.000
O (-1.868900, -2.696900, -7.555100)  0.000
O (-0.955400, -1.249400, -8.857600)  0.000
N (1.045100, 2.185700, -5.865100)  0.000
O (1.172600, 2.906800, -4.904800)  0.000
O (1.421500, 2.449400, -6.988300)  0.000
H (0.533100, 0.963900, -3.528000)  0.000
H (0.086500, 0.633800, -7.786100)  0.000
H (-1.356200, -2.481500, -5.205300)  0.000
I (2.837900, -0.645000, -1.817100)  0.013
C (2.180100, -2.523700, -1.159300)  0.004
C (2.874600, -3.675700, -1.490600)  0.003
C (2.340600, -4.886200, -1.084900)  -0.003
C (1.148500, -4.899700, -0.376000)  0.004
C (0.536700, -3.692300, -0.089600)  0.005
N (1.059000, -2.538800, -0.467500)  0.073
H (3.799700, -3.617500, -2.040500)  0.001
H (2.852300, -5.806800, -1.325600)  0.000
H (0.700500, -5.821500, -0.039100)  0.000
H (-0.405400, -3.624800, 0.432700)  0.001

Forces on atoms 1 to 2 (eV/Å):
Ir -3.0530 -0.3043 1.8379
O 0.1128 -0.0916 -0.1870

Values from the calculation:
Total charge: -1
E in eV: -167504.561
Energy relative to the best compared isomer or geometry (same formula, charge and spin) in kJ/mol: 0.0
<S²>: 0.98
Highest occupied orbital energy (alpha / beta) in eV: -6.59 / -6.59
2S+1: 2

No. 2
Computed, not measured: a cluster of 5 separate species, C37H30BrCl2N2O11 in total, with ωB97M-V with the def2-TZVPD basis set.

Last column: Löwdin charge in e.
Positions of all 83 atoms, in Å:
C (4.586221, 2.872300, -1.977323)  -0.148
N (3.644426, 3.515750, -2.977870)  -0.144
C (2.367047, 2.722646, -3.164770)  -0.181
C (1.247065, 3.269251, -2.073318)  -0.029
C (-0.113175, 4.077980, -2.566807)  0.108
C (-1.148590, 4.606932, -1.374322)  0.049
C (-2.550270, 5.386039, -1.819490)  -0.222
O (-2.703525, 6.650432, -1.417154)  0.058
O (-3.477697, 4.614386, -2.663856)  -0.066
C (-4.653683, 4.141640, -1.916137)  -0.541
Cl (-6.159219, 5.216816, -1.529110)  0.552
C (-4.719735, 2.740818, -1.417342)  -0.507
C (-3.544859, 1.596657, -1.587079)  -0.100
Cl (-6.274586, 2.169099, -0.509837)  0.532
C (-0.815617, 4.329461, 0.226376)  -0.009
C (-1.860769, 4.855043, 1.420155)  -0.101
C (-1.287885, 4.373119, 2.878590)  -0.642
O (-0.285588, 5.125083, 3.407276)  -0.105
Br (-1.874705, 2.774787, 3.927828)  0.692
C (0.584527, 3.502736, 0.536550)  0.110
N (1.486351, 3.031200, -0.597470)  0.080
H (4.470930, 1.708586, -1.877904)  0.101
H (5.715152, 3.170170, -2.181185)  0.109
H (4.321133, 3.343201, -0.919057)  0.084
H (3.342554, 4.418435, -2.502811)  0.116
H (2.503387, 1.560342, -3.167120)  0.099
H (1.934304, 3.002959, -4.239479)  0.144
H (-0.316510, 4.248295, -3.724432)  0.137
H (-2.474551, 1.979635, -1.237365)  0.082
H (-3.810947, 0.685776, -0.872219)  0.068
H (-3.468752, 1.161415, -2.672112)  0.100
H (-2.942956, 4.463621, 1.161376)  0.140
H (-1.841446, 6.048044, 1.417170)  0.160
H (0.943985, 3.259519, 1.628507)  0.126
H (2.358117, 2.489354, -0.337212)  0.107
C (-5.113153, -1.123717, 1.388271)  0.021
C (-5.307707, -2.434905, 1.559326)  0.039
C (-4.282818, -3.284636, 2.197112)  -0.357
O (-4.459219, -4.485186, 2.352274)  0.102
C (-3.036020, -2.629376, 2.639752)  0.034
C (-2.841466, -1.318188, 2.468697)  0.022
C (-3.866354, -0.468456, 1.830911)  -0.389
O (-3.689953, 0.732093, 1.675749)  0.032
H (-5.854268, -0.486292, 0.921701)  0.097
H (-6.217079, -2.930260, 1.240763)  0.130
H (-2.294904, -3.266800, 3.106322)  0.127
H (-1.932093, -0.822833, 2.787260)  0.115
C (2.728875, 1.253099, 3.492557)  0.019
C (3.456870, 1.163818, 4.609865)  0.043
C (4.807066, 0.567112, 4.598809)  -0.368
O (5.473290, 0.483173, 5.621361)  0.132
C (5.321953, 0.074660, 3.305679)  0.039
C (4.593958, 0.163941, 2.188371)  0.023
C (3.243761, 0.760647, 2.199426)  -0.376
O (2.577538, 0.844585, 1.176875)  0.049
H (1.736564, 1.687247, 3.483386)  0.105
H (3.093592, 1.521103, 5.566000)  0.132
H (6.314264, -0.359488, 3.314850)  0.131
H (4.957236, -0.193345, 1.232236)  0.122
C (-4.320432, -9.768833, 4.009647)  0.022
C (-3.058493, -10.135227, 3.765538)  0.021
C (-2.119719, -9.232918, 3.070013)  -0.388
O (-0.965086, -9.568222, 2.844395)  0.094
C (-2.628740, -7.910188, 2.656385)  0.021
C (-3.890680, -7.543794, 2.900494)  0.023
C (-4.829453, -8.446103, 3.596020)  -0.378
O (-5.984087, -8.110799, 3.821637)  0.103
H (-5.022105, -10.418827, 4.517990)  0.123
H (-2.669814, -11.101724, 4.063246)  0.123
H (-1.927068, -7.260194, 2.148042)  0.118
H (-4.279358, -6.577297, 2.602786)  0.083
C (4.756292, 1.062455, -5.223208)  0.025
C (5.740899, 0.934734, -6.117950)  0.041
C (5.983073, -0.344846, -6.813103)  -0.371
O (6.885298, -0.463206, -7.630717)  0.125
C (5.094536, -1.476688, -6.482590)  0.037
C (4.109929, -1.348967, -5.587849)  0.028
C (3.867754, -0.069387, -4.892696)  -0.358
O (2.965530, 0.048973, -4.075081)  0.048
H (4.565567, 1.993665, -4.703862)  0.093
H (6.400692, 1.755731, -6.371829)  0.130
H (5.285261, -2.407898, -7.001937)  0.130
H (3.450136, -2.169964, -5.333970)  0.125

Forces on atoms 1 to 2 (eV/Å):
C 0.4993 0.4000 1.6356
N -0.9234 -0.5285 1.6179

Values from the calculation:
Total charge: +1
E in eV: -159420.484
Highest occupied orbital energy in eV: -11.30
2S+1: 1

In order of appearance, strongest force on any atom = 5.2, 9.3 eV/A.